The following is a DFT calculation (ωB97M-V with the def2-TZVPD basis set) of a cluster of 15 separate species, C19H65N4O15 in total.

The geometry in ORCA input format:
```
! RIJCOSX wB97M-V def2-TZVPD def2/J DEFGRID3
* xyz 1 1
N 1.49 2.81 -0.41
C 1.11 1.74 0.01
O 0.51 0.75 0.86
C -0.87 0.70 0.37
C -1.52 -0.76 0.41
C -2.85 -0.71 -0.48
N -3.48 0.64 -0.61
C -3.04 1.61 0.39
N -3.86 2.71 0.58
N -1.81 1.58 1.17
H -0.95 1.08 -0.72
H -1.85 -0.95 1.50
H -0.78 -1.59 0.10
H -3.58 -1.53 -0.12
H -2.54 -1.04 -1.55
H -3.37 1.06 -1.54
H -3.84 3.39 -0.21
H -4.38 2.88 1.45
H -1.42 2.53 1.29
C -0.03 5.58 -1.04
O -1.17 6.34 -0.65
H -0.31 4.52 -1.09
H 0.31 5.90 -2.03
H 0.76 5.71 -0.31
H -0.90 7.26 -0.62
C -0.11 -1.71 4.43
O -1.53 -1.71 4.30
H 0.30 -2.46 3.76
H 0.28 -0.73 4.17
H 0.16 -1.96 5.46
H -1.86 -1.04 4.91
C 0.85 2.84 -4.31
O -0.17 2.79 -3.33
H 0.48 3.37 -5.19
H 1.72 3.37 -3.92
H 1.13 1.82 -4.60
H 0.19 2.32 -2.56
C 0.45 -5.84 4.06
O 1.39 -4.92 4.59
H -0.30 -6.06 4.82
H -0.04 -5.41 3.18
H 0.97 -6.77 3.78
H 2.04 -4.74 3.89
C 0.88 -1.32 -4.54
O -0.24 -0.54 -4.16
H 0.60 -2.37 -4.58
H 1.22 -1.00 -5.53
H 1.69 -1.18 -3.82
H 0.04 0.38 -4.14
C 2.98 4.52 -7.10
O 2.07 3.58 -7.65
H 2.84 4.55 -6.02
H 4.00 4.22 -7.33
H 2.78 5.51 -7.52
H 2.21 3.58 -8.61
C -2.44 -1.27 8.09
O -2.47 0.15 8.11
H -3.43 -1.65 7.85
H -1.73 -1.61 7.32
H -2.13 -1.65 9.07
H -1.58 0.45 8.31
C 3.24 -3.15 -6.58
O 3.22 -1.73 -6.58
H 2.24 -3.52 -6.79
H 3.93 -3.51 -7.34
H 3.56 -3.52 -5.59
H 4.12 -1.44 -6.39
C -7.11 4.05 3.52
O -6.14 3.48 2.64
H -6.59 4.66 4.26
H -7.80 4.67 2.95
H -7.66 3.25 4.02
H -6.62 2.95 2.00
C -1.06 -5.36 -4.07
O -2.18 -4.58 -3.68
H -1.35 -6.41 -4.10
H -0.72 -5.05 -5.06
H -0.25 -5.23 -3.34
H -1.90 -3.66 -3.67
C -0.79 6.72 3.20
O -1.70 5.78 2.64
H -0.94 6.74 4.28
H 0.23 6.42 2.98
H -0.99 7.71 2.79
H -1.55 5.78 1.68
C 5.50 -4.06 3.33
O 4.08 -4.05 3.20
H 5.91 -4.81 2.65
H 5.89 -3.08 3.06
H 5.77 -4.31 4.35
H 3.74 -3.38 3.80
C -0.61 -8.53 1.69
O 0.74 -8.56 2.14
H -1.27 -8.54 2.56
H -0.79 -7.62 1.11
H -0.81 -9.41 1.08
H 1.30 -8.55 1.35
C 5.33 3.63 -1.03
O 4.74 2.38 -1.35
H 6.25 3.74 -1.59
H 4.64 4.44 -1.31
H 5.54 3.68 0.04
H 3.92 2.31 -0.84
*
```

## Properties
**Gap between HOMO and LUMO**: 6.6 eV
**DFT total energy**: -57413.1307 eV
**HOMO level**: -11.450 eV
**F_max**: 6.29 eV/A